[1]
The following is a DFT calculation (ωB97M-V/def2-TZVPD) of C3H3O2Sc as an isolated structure at a distorted geometry.

Geometry as XYZ:
```
9
C3H3O2Sc | the Open Molecules 2025 dataset | ωB97M-V/def2-TZVPD
C -1.057 -0.240 0.152
C -1.706 0.742 -0.497
H -2.701 0.605 -0.939
H -1.523 -1.235 0.081
H -1.284 1.750 -0.595
O 2.096 -0.288 0.931
C 2.590 -0.579 -0.105
O 3.334 -0.913 -0.919
Sc 0.251 0.159 1.890
```

## Properties
- Kohn-Sham gap (eV) = 7.416
- energy above the lowest of the compared OMol25 structures with the same formula, charge and spin (kJ/mol) = 0.00
- HOMO level (eV) = -19.00
- total charge = +2



[2]
The following is a DFT calculation (ωB97M-V/def2-TZVPD) of C3H3O2Yb as an isolated structure at a distorted geometry.

Geometry as XYZ:
```
9
C3H3O2Yb | the Open Molecules 2025 dataset | ωB97M-V/def2-TZVPD
C 0.617 -1.976 -0.032
C -0.184 -2.362 1.024
H -0.871 -3.206 0.925
H 1.057 -2.627 -0.786
H -0.008 -1.951 2.020
O 0.841 0.255 -1.008
C 0.178 -0.654 -0.411
O -0.740 -0.236 0.438
Yb -0.632 1.954 -0.482
```

## Properties
- <S²> = 0.7584
- Kohn-Sham gap (alpha / beta) (eV) = 7.961 / 6.866
- spin multiplicity = 2
- energy above the lowest of the compared OMol25 structures with the same formula, charge and spin (kJ/mol) = 134.07
- HOMO level (alpha / beta) (eV) = -18.45 / -18.45
- total charge = +2



[3]
The following is a DFT calculation (ωB97M-V/def2-TZVPD) of a 2-piece molecular cluster, C3H3O3 overall at a distorted geometry.

Geometry as XYZ:
```
9
C3H3O3 | the Open Molecules 2025 dataset | ωB97M-V/def2-TZVPD
C -2.457 0.267 0.596
C -1.496 -0.204 0.086
C 1.696 0.201 -0.636
O 1.754 1.129 0.125
O 2.050 0.106 -1.798
O 1.107 -1.028 -0.056
H -3.249 0.742 1.136
H -0.517 -0.347 -0.393
H 1.111 -0.866 0.940
```

## Properties
- Kohn-Sham gap (eV) = 8.360
- energy above the lowest of the compared OMol25 structures with the same formula, charge and spin (kJ/mol) = 197.41
- HOMO level (eV) = -4.41
- total charge = -1



[4]
The following is a DFT calculation (ωB97M-V/def2-TZVPD) of C3H3O3Pb as an isolated structure at a distorted geometry.

Geometry as XYZ:
```
10
C3H3O3Pb | the Open Molecules 2025 dataset | ωB97M-V/def2-TZVPD
C 1.121 -0.435 -0.318
C -1.193 -0.433 0.064
O -0.088 -0.786 -0.708
O 1.362 0.788 -0.110
C -1.786 0.755 -0.129
H -1.708 -1.282 0.518
H -1.875 0.852 1.052
H -1.244 1.584 -0.590
O 2.029 -1.296 -0.129
Pb 3.383 0.253 0.350
```

## Properties
- Kohn-Sham gap (eV) = 7.040
- energy above the lowest of the compared OMol25 structures with the same formula, charge and spin (kJ/mol) = 100.78
- HOMO level (eV) = -13.46
- total charge = +1



[5]
The following is a DFT calculation (ωB97M-V/def2-TZVPD) of C3H3O3Sr as an isolated structure at a distorted geometry.

Geometry as XYZ:
```
10
C3H3O3Sr | the Open Molecules 2025 dataset | ωB97M-V/def2-TZVPD
O 1.286 -2.667 0.376
Sr 1.424 1.985 0.152
O 1.352 -0.417 -0.101
C 1.382 -1.576 0.051
O -2.234 -0.530 0.426
C -3.384 -0.097 0.439
H -3.975 0.603 1.052
C -3.084 -0.460 -0.904
H -2.705 0.303 -1.586
H -3.369 -1.454 -1.256
```

## Properties
- Kohn-Sham gap (eV) = 11.635
- energy above the lowest of the compared OMol25 structures with the same formula, charge and spin (kJ/mol) = 68.55
- HOMO level (eV) = -24.83
- total charge = +3



[6]
The following is a DFT calculation (ωB97M-V/def2-TZVPD) of a 2-piece molecular cluster, C3H3O4P overall at a distorted geometry.

Geometry as XYZ:
```
11
C3H3O4P | the Open Molecules 2025 dataset | ωB97M-V/def2-TZVPD
C -2.382 2.184 -0.004
C -1.227 2.586 0.452
C -0.207 -0.779 -0.142
O 0.648 -3.390 -0.140
O 1.666 -1.565 -1.754
O 2.314 -1.686 0.704
O -1.395 -0.766 -0.418
P 1.301 -2.024 -0.357
H -0.728 3.481 0.866
H -0.331 1.888 0.487
H 0.342 0.072 0.306
```

## Properties
- Kohn-Sham gap (alpha / beta) (eV) = 5.220 / 5.223
- energy above the lowest of the compared OMol25 structures with the same formula, charge and spin (kJ/mol) = 344.46
- HOMO level (alpha / beta) (eV) = 0.24 / 0.24
- total charge = -2



Which value of energy above the lowest of the compared OMol25 structures with the same formula, charge and spin does entry 1 give? 0.00 kJ/mol



Which formula does entry 1 have? C3H3O2Sc